Entry 1:
{"formula": "C28H43N9O5OsS3", "method": "ωB97M-V with the def2-TZVPD basis set", "species": ["Os", "C", "N", "C", "C", "C", "N", "C", "C", "H", "H", "H", "H", "H", "H", "H", "H", "H", "H", "H", "H", "H", "H", "H", "H", "O", "S", "O", "O", "O", "C", "C", "C", "N", "C", "S", "N", "C", "O", "C", "C", "C", "C", "C", "C", "H", "H", "H", "H", "H", "H", "H", "H", "H", "H", "H", "H", "H", "H", "C", "C", "C", "N", "N", "C", "N", "S", "H", "H", "H", "H", "H", "H", "H", "N", "C", "N", "C", "C", "C", "C", "C", "C", "H", "H", "H", "H", "H", "H"], "positions_angstrom": [[-1.108670, -1.962636, -1.261700], [-1.502520, -4.396097, -2.412789], [-2.464658, -3.493690, -1.733593], [-3.627495, -3.281747, -2.617486], [-2.941055, -4.071108, -0.448196], [-1.794038, -4.200921, 0.518814], [-1.121397, -2.884568, 0.715484], [0.225609, -3.169319, 1.264403], [-1.857316, -2.119527, 1.746695], [-1.866045, -5.427445, -2.412774], [-0.526868, -4.375530, -1.904314], [-1.375517, -4.059625, -3.438348], [-4.124807, -4.234218, -2.820151], [-3.290472, -2.842250, -3.551844], [-4.322265, -2.608426, -2.122518], [-3.412202, -5.043698, -0.621505], [-3.692047, -3.380200, -0.068500], [-1.048867, -4.897158, 0.133110], [-2.139001, -4.602454, 1.476017], [0.134794, -3.806790, 2.147709], [0.713212, -2.238653, 1.532182], [0.833938, -3.675708, 0.515783], [-1.799286, -2.636554, 2.709158], [-2.895417, -2.003069, 1.458837], [-1.405600, -1.133265, 1.842747], [3.088359, -0.412110, -0.817647], [1.720076, -0.008327, -0.967997], [0.780785, -1.078225, -0.609412], [1.363868, 0.741704, -2.130009], [1.508667, 1.173138, 0.226014], [3.944366, 3.361308, 5.745763], [4.026250, 1.843423, 5.864011], [4.303257, 1.166021, 4.533101], [3.137530, 1.350272, 3.639664], [3.053752, 1.070693, 2.355974], [1.419613, 0.733083, 1.791030], [4.074234, 0.976563, 1.527711], [5.398959, 1.601734, 1.627950], [6.336080, 0.939799, 1.306210], [5.438175, 3.018065, 2.047210], [4.344333, 3.870681, 1.909980], [4.457213, 5.197877, 2.288634], [5.653831, 5.669769, 2.812870], [6.748530, 4.822758, 2.941635], [6.647096, 3.500086, 2.549687], [3.811490, 3.817600, 6.724862], [3.108373, 3.681476, 5.119382], [4.857193, 3.765305, 5.303452], [3.109518, 1.433201, 6.300412], [4.831349, 1.560335, 6.542949], [4.474252, 0.094403, 4.647336], [5.182596, 1.615516, 4.080424], [2.272735, 1.601993, 4.100922], [3.936624, 0.462284, 0.650603], [3.418958, 3.517812, 1.470704], [3.617837, 5.868554, 2.165027], [5.737908, 6.706367, 3.110844], [7.682376, 5.198338, 3.336754], [7.493026, 2.829091, 2.623901], [-6.926106, -0.031983, -1.148167], [-6.023976, -0.097924, 0.086897], [-4.584243, 0.068881, -0.271778], [-3.753860, -0.898236, -0.414550], [-2.494150, -0.495093, -0.805839], [-2.410774, 0.812626, -0.990429], [-1.338818, 1.476955, -1.418456], [-3.889268, 1.626327, -0.621837], [-7.968610, -0.149210, -0.858625], [-6.677387, -0.826322, -1.852959], [-6.826473, 0.925173, -1.661450], [-6.124573, -1.061342, 0.587349], [-6.311843, 0.672195, 0.804463], [-0.495427, 1.019770, -1.742669], [-1.387801, 2.471877, -1.552016], [0.085613, -0.582907, -5.110170], [0.159824, -1.248100, -3.947521], [-0.971053, -1.222005, -3.272075], [-1.858012, -0.475942, -4.062020], [-3.205151, -0.152314, -3.884870], [-3.817371, 0.598998, -4.865948], [-3.125379, 1.021139, -6.012937], [-1.802832, 0.691633, -6.213189], [-1.191087, -0.064415, -5.218118], [0.839217, -0.477781, -5.769257], [1.062846, -1.735180, -3.616112], [-3.758111, -0.482431, -3.017363], [-4.860796, 0.863355, -4.756708], [-3.645498, 1.606719, -6.758245], [-1.270117, 0.999601, -7.102578]], "atomic_forces_ev_per_a": [[-0.14, 0.09, -0.03], [-0.30, 0.04, -0.03], [0.02, -0.03, -0.08], [-0.01, -0.03, 0.01], [-0.08, 0.02, -0.09], [0.03, -0.01, 0.02], [-0.17, -0.20, 0.18], [0.00, 0.03, -0.09], [0.09, 0.03, 0.03], [0.10, -0.04, 0.01], [0.01, 0.01, 0.00], [0.02, -0.02, -0.01], [0.00, 0.00, -0.01], [-0.02, 0.00, -0.02], [0.00, -0.01, -0.01], [0.02, -0.01, 0.00], [-0.03, -0.04, 0.00], [-0.01, -0.03, 0.03], [-0.01, 0.02, 0.00], [0.03, 0.00, 0.00], [0.02, 0.03, 0.02], [0.01, 0.00, 0.00], [0.00, 0.00, -0.01], [-0.05, 0.01, -0.02], [-0.01, 0.01, -0.01], [-0.08, 0.02, 0.15], [0.56, -0.07, 0.24], [0.05, 0.48, 0.07], [-0.17, 0.10, -0.17], [-0.20, -0.07, -0.16], [0.00, -0.01, -0.01], [-0.01, 0.00, 0.01], [0.01, 0.01, 0.02], [0.00, 0.01, -0.03], [-0.10, -0.03, -0.03], [0.16, -0.07, 0.05], [0.09, 0.06, -0.20], [0.08, 0.00, 0.01], [-0.02, -0.01, 0.01], [-0.03, 0.00, 0.02], [-0.02, -0.01, 0.00], [0.01, 0.01, 0.00], [0.00, -0.01, 0.00], [0.00, 0.01, 0.00], [0.01, -0.02, 0.00], [0.00, 0.00, 0.00], [0.00, 0.00, 0.00], [0.00, 0.00, 0.01], [0.01, 0.00, 0.00], [0.01, 0.01, -0.01], [-0.01, 0.00, 0.00], [0.01, -0.01, -0.01], [-0.01, -0.01, 0.00], [-0.08, -0.07, 0.07], [0.00, 0.00, 0.00], [0.00, 0.00, 0.00], [0.00, 0.00, 0.00], [0.00, 0.00, 0.00], [0.00, 0.00, 0.00], [0.00, 0.00, 0.01], [-0.01, -0.02, 0.01], [0.05, 0.07, -0.01], [-0.03, -0.07, 0.06], [0.21, -0.05, -0.19], [-0.10, -0.22, 0.11], [0.15, 0.17, 0.05], [-0.02, -0.01, -0.03], [0.00, 0.00, 0.00], [0.00, 0.00, 0.00], [0.00, 0.00, 0.00], [-0.01, 0.00, -0.01], [0.01, 0.00, 0.00], [-0.07, -0.08, -0.08], [-0.03, -0.01, -0.01], [0.06, -0.01, -0.04], [-0.07, -0.03, 0.02], [0.14, 0.13, 0.17], [-0.04, -0.11, -0.02], [0.00, 0.07, 0.01], [0.00, -0.01, 0.02], [0.01, 0.00, -0.01], [0.01, 0.00, -0.01], [-0.06, -0.03, 0.03], [0.00, 0.01, 0.01], [0.01, 0.02, 0.01], [0.00, -0.01, -0.01], [0.00, 0.00, 0.00], [0.00, 0.00, 0.00], [0.00, 0.00, 0.00]], "lumo_ev": -4.91, "de_lowest_kj_mol": 0.0, "total_charge": 2, "homo_ev": -12.4, "homo_lumo_gap_ev": 7.51}

---

Entry 2:
{"formula": "C3HF6O2S", "method": "ωB97M-V with the def2-TZVPD basis set", "species": ["C", "C", "C", "O", "O", "F", "F", "F", "F", "F", "F", "S", "H"], "positions_angstrom": [[0.958187, 0.572927, 0.539850], [1.968701, -0.323588, -0.101166], [-1.077975, -0.322426, 0.019887], [-3.848126, -0.267589, -0.035666], [-2.560574, 1.512972, -1.150652], [1.230101, 0.563200, 1.846042], [3.207798, -0.057298, 0.430989], [2.116667, -0.262321, -1.413712], [1.787582, -1.701298, 0.134382], [-1.098517, -1.420640, 0.769428], [-0.713600, -0.726594, -1.177360], [-2.875346, 0.831288, 0.070201], [0.905096, 1.601372, 0.067771]], "atomic_forces_ev_per_a": [[-2.99, -0.33, -2.69], [0.84, -1.70, 0.53], [2.25, 0.81, 1.25], [0.29, 0.24, -0.11], [-0.02, 1.14, -1.77], [-0.02, 0.37, 1.52], [-0.06, -0.17, -0.12], [-0.42, 0.68, -0.56], [-0.08, 1.60, 0.26], [-0.13, -0.15, 0.52], [-0.30, -0.03, -1.10], [0.30, -1.27, 1.57], [0.34, -1.19, 0.70]], "lumo_ev": 3.66, "de_lowest_kj_mol": 173.7, "total_charge": -1, "homo_ev": -4.3, "homo_lumo_gap_ev": 7.92}

---

Entry 3:
{"formula": "C3H4N2O", "method": "ωB97M-V with the def2-TZVPD basis set", "species": ["C", "C", "C", "N", "N", "O", "H", "H", "H", "H"], "positions_angstrom": [[2.311824, -0.030946, -0.115398], [-1.014005, -1.122094, -0.483697], [-0.372248, -0.066534, 0.248289], [3.422283, 0.225167, -0.287928], [-0.485171, 1.325063, 0.531005], [-0.740170, -1.112240, 0.999597], [-2.044414, -0.893714, -0.714085], [-0.631647, -1.949021, -1.100018], [-0.007879, 1.678830, 1.272477], [-0.438569, 1.945492, -0.350245]], "atomic_forces_ev_per_a": [[-2.40, -0.38, 0.26], [-0.50, 0.05, -0.22], [0.80, 2.19, 1.68], [0.77, 0.20, -0.11], [-1.67, -3.53, -5.67], [0.73, 1.54, -1.35], [-0.36, -0.13, 0.13], [0.70, 0.77, 0.63], [1.76, 0.87, 2.65], [0.17, -1.59, 1.99]], "lumo_ev": -1.17, "de_lowest_kj_mol": 552.5, "homo_ev": -9.3, "homo_lumo_gap_ev": 8.08}

---

Entry 4:
{"formula": "C9H18IN4", "method": "ωB97M-V with the def2-TZVPD basis set", "species": ["C", "C", "C", "C", "C", "C", "C", "C", "C", "N", "N", "N", "N", "I", "H", "H", "H", "H", "H", "H", "H", "H", "H", "H", "H", "H", "H", "H", "H", "H", "H", "H"], "positions_angstrom": [[-2.016266, 0.965696, -0.900198], [-1.766332, -0.889669, 0.582909], [-1.242899, 0.279408, -1.985986], [-0.026087, -0.761002, -1.129686], [-2.502394, 2.316663, -1.017718], [3.249344, 0.294914, 2.470276], [0.878994, 0.272903, -0.521518], [2.634616, 0.715611, 1.104114], [1.676081, -0.365610, 0.654602], [-2.145658, 0.415587, 0.236056], [-0.822174, -1.493564, -0.087982], [-2.477042, -1.373861, 1.543115], [0.624780, -1.759335, -1.883765], [-2.757822, -1.169518, -2.743958], [-0.847033, 0.762100, -2.836682], [-1.667866, 2.980465, -0.660783], [-3.316249, 2.489276, -0.478515], [-2.808189, 2.644987, -2.035506], [2.474052, 0.404488, 3.174484], [4.101458, 0.980265, 2.746143], [3.630510, -0.748015, 2.341442], [1.483532, 0.647455, -1.234141], [0.322513, 1.018846, 0.027023], [3.339590, 0.903782, 0.235000], [1.948098, 1.542656, 1.412070], [2.086407, -1.351991, 0.426867], [0.904449, -0.349588, 1.426711], [-0.673453, -2.461748, 0.276679], [-3.225457, -0.735868, 1.825788], [-2.249602, -2.406148, 1.820138], [1.110792, -1.321049, -2.590564], [0.079305, -2.448136, -2.196413]], "atomic_forces_ev_per_a": [[1.42, -1.14, -0.87], [0.04, 3.14, -2.72], [-0.13, -4.19, 2.33], [-2.70, 0.96, -0.78], [2.84, 1.73, -3.21], [2.35, 0.31, -2.19], [-1.16, -2.97, 3.22], [0.29, -0.37, 0.71], [-0.89, 1.41, -0.63], [-0.73, -0.77, 1.96], [-0.01, -1.13, 0.81], [0.48, -3.19, 1.18], [1.48, 3.06, 3.17], [0.50, 0.65, -0.17], [0.39, 0.86, -0.60], [-0.71, -0.36, -0.39], [-3.26, 0.57, 2.87], [0.74, -0.44, 0.34], [-0.72, -0.31, 1.15], [-0.85, -0.82, -0.14], [-0.25, 0.78, 0.67], [2.05, 1.54, -2.48], [-0.27, 0.58, -0.66], [-0.56, 0.36, 1.42], [0.96, 0.15, -1.06], [0.05, 0.18, 0.17], [0.24, -1.06, 0.38], [0.86, 1.08, -1.24], [0.17, -0.91, 0.46], [-1.39, 2.86, -0.10], [1.55, 0.65, -1.97], [-2.77, -3.20, -1.61]], "lumo_ev": -4.16, "de_lowest_kj_mol": 66.4, "total_charge": 1, "homo_ev": -12.9, "smiles": "CCCC[C@@]1(N)NC(=[NH2+])N=C(C)[C@@H]1I", "homo_lumo_gap_ev": 8.69}

---

Entry 5:
{"formula": "C4H8O2", "method": "ωB97M-V with the def2-TZVPD basis set", "species": ["C", "C", "O", "C", "O", "C", "H", "H", "H", "H", "H", "H", "H", "H"], "positions_angstrom": [[1.870988, 0.464633, 0.294356], [0.664615, 0.236372, 0.806799], [0.511807, -0.633498, 1.849772], [-0.953852, -0.832023, -1.313464], [-0.827626, 0.554727, -1.104614], [-0.597338, 0.869267, 0.243556], [-0.012751, -1.355493, -1.096074], [2.748058, -0.031779, 0.693980], [1.987331, 1.145470, -0.541074], [-0.424313, -0.704798, 2.070938], [-1.755766, -1.256476, -0.686657], [-1.211859, -0.980623, -2.363177], [-1.468693, 0.564453, 0.856415], [-0.530602, 1.959768, 0.289241]], "atomic_forces_ev_per_a": [[-0.14, -0.02, 0.13], [0.29, 0.17, -0.29], [-0.17, 0.01, 0.07], [-0.05, -0.29, -0.12], [-0.03, 0.04, -0.05], [-0.02, 0.14, 0.22], [-0.16, 0.05, -0.02], [-0.10, 0.04, -0.06], [-0.06, -0.08, 0.14], [0.13, -0.01, -0.01], [0.12, 0.07, -0.08], [0.03, 0.02, 0.12], [0.14, 0.01, -0.08], [0.02, -0.15, 0.03]], "lumo_ev": 0.80, "de_lowest_kj_mol": 193.9, "homo_ev": -9.0, "smiles": "C=C(O)COC", "homo_lumo_gap_ev": 9.76}

---

Entry 6:
{"formula": "C36H29BeClN2P2Se3", "method": "ωB97M-V with the def2-TZVPD basis set", "species": ["Be", "Se", "P", "Se", "C", "C", "C", "C", "C", "C", "C", "C", "C", "C", "C", "C", "H", "H", "H", "H", "H", "H", "H", "H", "H", "H", "Se", "C", "N", "Cl", "C", "C", "C", "C", "N", "C", "H", "H", "H", "H", "C", "C", "C", "C", "C", "C", "P", "C", "C", "C", "C", "C", "C", "C", "C", "C", "C", "C", "C", "H", "H", "H", "H", "H", "H", "H", "H", "H", "H", "H", "H", "H", "H", "H"], "positions_angstrom": [[0.452379, 0.690708, 0.004731], [2.536814, 1.536507, 2.882216], [1.006775, 0.101028, 3.136370], [0.582953, -1.090824, 1.317922], [-0.562610, 0.815992, 3.714627], [-1.799732, 0.365341, 3.270499], [-2.960423, 0.999510, 3.689220], [-2.890403, 2.078921, 4.558307], [-1.656553, 2.515683, 5.020879], [-0.494652, 1.890422, 4.597118], [1.394866, -1.162563, 4.389085], [2.646475, -1.208792, 4.985528], [2.927418, -2.189099, 5.929914], [1.960541, -3.119222, 6.276933], [0.704475, -3.072160, 5.682229], [0.421720, -2.097678, 4.740647], [-1.856950, -0.469665, 2.582531], [-3.919710, 0.658067, 3.322250], [-3.796002, 2.584390, 4.867853], [-1.597487, 3.357860, 5.697996], [0.472058, 2.255396, 4.920706], [3.392376, -0.474092, 4.708974], [3.904437, -2.221709, 6.394622], [2.182353, -3.884297, 7.009920], [-0.053141, -3.795290, 5.954997], [-0.555575, -2.062255, 4.274436], [-0.291131, 2.651067, 0.742557], [-1.912227, 3.041708, -0.026231], [-2.918976, 3.387316, -0.473784], [3.645965, 3.987121, -2.806512], [3.472137, 2.493368, -1.958561], [4.502091, 1.572731, -1.921357], [4.296368, 0.398805, -1.217924], [3.082385, 0.186395, -0.595351], [2.083628, 1.076560, -0.652219], [2.280694, 2.220096, -1.315650], [5.439611, 1.779949, -2.419053], [5.072520, -0.349040, -1.143005], [2.892126, -0.701227, -0.007735], [1.468361, 2.933328, -1.315374], [1.808082, 1.659185, -5.396061], [0.870502, 2.423118, -4.711679], [0.146310, 1.862997, -3.672857], [0.338767, 0.525152, -3.316919], [1.270177, -0.236813, -4.011727], [2.004889, 0.332612, -5.045560], [-0.552230, -0.078622, -1.849927], [-0.560649, -1.896051, -1.974103], [0.618700, -2.591191, -1.700186], [0.655714, -3.973926, -1.771855], [-0.492565, -4.678884, -2.106064], [-1.672491, -3.997283, -2.362579], [-1.709937, -2.611137, -2.297135], [-2.280885, 0.382280, -2.104868], [-2.831767, 0.609107, -3.364046], [-4.177364, 0.917709, -3.480767], [-4.977140, 0.990902, -2.346824], [-4.437358, 0.739996, -1.095378], [-3.090173, 0.438212, -0.973877], [2.378389, 2.097341, -6.204634], [0.707258, 3.457770, -4.983306], [-0.578268, 2.466625, -3.135029], [1.422844, -1.278235, -3.758523], [2.726690, -0.270118, -5.581603], [1.510297, -2.047439, -1.411048], [1.575840, -4.500547, -1.555563], [-0.467891, -5.759611, -2.156219], [-2.571276, -4.545690, -2.612354], [-2.638864, -2.090055, -2.487511], [-2.214024, 0.538136, -4.250618], [-4.603523, 1.102575, -4.458108], [-6.022521, 1.254440, -2.440184], [-5.053452, 0.812787, -0.209480], [-2.658035, 0.264302, 0.006280]], "atomic_forces_ev_per_a": [[0.21, 0.02, -0.24], [0.02, 0.08, 0.02], [0.05, -0.22, -0.04], [-0.31, 0.05, 0.09], [0.02, 0.13, -0.02], [-0.06, -0.05, 0.03], [0.02, 0.00, 0.02], [0.01, -0.03, -0.02], [-0.02, -0.02, 0.00], [-0.02, 0.01, 0.01], [0.00, -0.01, 0.00], [0.01, -0.02, 0.03], [0.00, 0.01, -0.02], [-0.01, 0.00, -0.02], [0.02, 0.01, 0.00], [0.02, 0.02, 0.00], [0.03, 0.05, -0.03], [-0.01, -0.01, 0.01], [0.00, 0.00, 0.01], [0.00, 0.00, 0.00], [0.00, 0.01, -0.01], [-0.01, 0.01, -0.01], [0.00, 0.00, 0.00], [0.00, 0.01, 0.01], [0.00, 0.00, -0.01], [-0.01, -0.01, 0.01], [0.08, 0.09, 0.30], [0.02, 0.05, -0.19], [0.03, 0.07, 0.02], [0.00, -0.01, 0.01], [0.00, 0.00, -0.04], [0.04, 0.00, 0.00], [0.00, 0.00, 0.00], [0.02, 0.04, 0.04], [0.01, -0.06, -0.04], [-0.03, -0.02, -0.01], [0.00, 0.00, -0.01], [0.01, 0.01, 0.01], [-0.03, 0.01, 0.01], [-0.01, -0.02, 0.01], [-0.02, -0.01, 0.01], [0.02, -0.01, 0.00], [0.00, 0.03, 0.03], [-0.11, 0.08, -0.03], [0.02, -0.02, 0.00], [0.00, 0.00, 0.02], [-0.14, -0.08, 0.02], [0.14, 0.01, -0.02], [-0.03, 0.02, 0.03], [-0.01, 0.00, -0.01], [0.01, 0.01, 0.00], [0.01, 0.00, 0.01], [0.00, -0.01, -0.02], [-0.02, -0.06, 0.12], [-0.02, -0.03, -0.01], [0.00, 0.01, 0.01], [0.02, -0.03, 0.03], [0.00, -0.07, -0.04], [-0.03, -0.12, -0.05], [0.01, 0.01, 0.00], [0.01, 0.00, 0.01], [0.01, 0.00, 0.00], [0.00, 0.01, -0.01], [0.00, 0.00, 0.00], [0.02, -0.01, -0.02], [0.00, 0.00, 0.01], [-0.01, 0.00, 0.00], [-0.01, 0.01, 0.00], [0.01, 0.01, -0.02], [0.00, 0.04, 0.01], [0.00, 0.01, 0.00], [0.00, -0.01, -0.01], [0.00, 0.01, 0.00], [-0.01, 0.04, 0.01]], "lumo_ev": -0.20, "de_lowest_kj_mol": 12.1, "homo_ev": -7.7, "homo_lumo_gap_ev": 7.45}